92
Properties=species:S:1:pos:R:3:lowdin_charge:R:1 method="wB97M-V/def2-TZVPD" total_charge=-1 energy_ev=-94760.424 lumo_energy_ev=1.433 gap_ha=0.23984
Sc -1.641 -0.220 -0.345 0.9867
C -3.149 -3.583 -3.657 -0.0769
O -1.811 -3.872 -3.265 -0.1102
C -1.647 -4.219 -1.949 -0.2526
C -1.204 -5.494 -1.671 -0.0169
C -0.967 -5.904 -0.360 -0.1076
C -1.203 -5.008 0.658 -0.0674
C -1.624 -3.697 0.401 -0.1438
C -1.910 -2.854 1.551 -0.0751
N -2.042 -1.592 1.463 -0.0524
N -2.496 -0.916 2.584 0.0857
C -3.035 0.200 2.159 -0.4849
O -3.172 0.517 0.924 -0.1371
C -3.482 1.186 3.185 -0.1415
C -3.854 2.460 2.770 -0.0196
C -4.206 3.422 3.706 -0.0925
C -4.192 3.116 5.060 -0.1120
C -3.825 1.841 5.475 -0.0999
C -3.469 0.880 4.543 -0.0395
C -1.840 -3.248 -0.927 -0.3056
O -2.177 -2.020 -1.248 -0.1643
H -3.560 -4.444 -4.193 0.0874
H -3.127 -2.730 -4.332 0.0248
H -3.775 -3.368 -2.790 0.0945
H -1.045 -6.162 -2.509 0.1143
H -0.622 -6.908 -0.149 0.0898
H -1.059 -5.306 1.691 0.1026
H -2.095 -3.335 2.514 0.1250
H -3.842 2.675 1.710 0.1188
H -4.485 4.416 3.379 0.0957
H -4.464 3.868 5.791 0.0913
H -3.810 1.600 6.532 0.0929
H -3.163 -0.112 4.848 0.1023
O -2.755 2.990 -2.891 0.0115
C -2.100 2.145 -2.278 -0.5860
O -2.567 1.148 -1.648 -0.1047
C -0.587 2.231 -2.283 -0.1750
C 0.058 3.373 -2.731 0.0052
C 1.440 3.397 -2.718 -0.0580
C 2.119 2.273 -2.276 -0.0477
C 1.388 1.173 -1.856 -0.1017
N 0.057 1.149 -1.848 0.1038
H -0.541 4.207 -3.069 0.1161
H 1.982 4.276 -3.045 0.1034
H 3.200 2.242 -2.240 0.0898
H 1.905 0.294 -1.493 0.0928
C 0.006 2.667 4.155 -0.0546
C 0.794 2.717 2.839 -0.6378
C 0.770 4.147 2.283 -0.0615
C 2.248 2.297 3.095 -0.0678
C 0.177 1.802 1.864 -0.1392
C -0.362 1.067 1.054 -0.0475
H 0.454 3.336 4.897 0.0777
H -0.001 1.651 4.555 0.0856
H -1.032 2.965 3.995 0.0725
H 1.221 4.842 2.998 0.0759
H -0.257 4.461 2.091 0.0829
H 1.321 4.201 1.343 0.0777
H 2.724 2.976 3.809 0.0749
H 2.819 2.309 2.164 0.0777
H 2.284 1.284 3.503 0.0758
C 2.008 -2.643 -1.839 -0.0186
C 0.765 -2.067 -1.623 -0.1096
N 0.455 -1.440 -0.487 0.0179
C 1.370 -1.370 0.478 -0.0724
C 2.659 -1.866 0.327 -0.1994
C 2.970 -2.531 -0.854 -0.0247
C 3.626 -1.664 1.418 -0.0236
C 4.894 -1.255 1.336 -0.0373
C 5.631 -0.788 0.150 -0.2722
C 7.026 -0.806 0.153 -0.0149
C 7.672 -0.335 -0.972 -0.1388
N 7.016 0.134 -2.032 0.0729
C 5.691 0.124 -1.929 -0.1999
N 4.965 -0.304 -0.905 0.1461
H 2.207 -3.154 -2.770 0.1129
H -0.004 -2.093 -2.387 0.1197
H 1.069 -0.837 1.373 0.1006
H 3.958 -2.951 -0.995 0.1180
H 3.246 -1.868 2.415 0.1182
H 5.472 -1.225 2.254 0.1038
H 7.578 -1.179 1.005 0.1076
H 8.756 -0.332 -1.031 0.1044
H 5.140 0.508 -2.781 0.1063
N -2.766 1.587 -5.466 0.0791
C -2.676 0.307 -5.020 -0.9940
N -3.544 -0.021 -4.041 0.1088
S -1.599 -0.780 -5.705 0.5320
H -3.018 2.295 -4.782 0.0682
H -2.043 1.839 -6.117 0.0727
H -3.987 0.724 -3.521 0.0963
H -3.311 -0.819 -3.467 0.0663



92
Properties=species:S:1:pos:R:3:lowdin_charge:R:1 method="wB97M-V/def2-TZVPD" total_charge=+1 energy_ev=-188862.630 lumo_energy_ev=-3.601 gap_ha=0.24150
Sn -1.303 0.630 -2.226 1.3630
C 3.654 -0.804 1.682 -0.4585
C 2.392 -1.464 2.256 -0.4290
As 0.690 -0.422 2.016 1.2608
C 0.879 0.650 3.728 -0.3966
C 1.215 0.052 4.986 -0.1148
C 1.516 0.908 6.067 -0.0834
C 1.412 2.312 5.907 -0.0748
C 1.072 2.864 4.624 -0.0842
C 0.912 2.016 3.508 -0.1671
C -0.454 -1.841 2.708 -0.4288
C -0.734 -2.898 1.821 -0.1470
C -1.596 -3.933 2.149 -0.0908
C -2.148 -3.951 3.427 -0.0732
C -2.022 -2.827 4.236 -0.0885
C -1.210 -1.755 3.901 -0.1082
As 3.977 -0.442 -0.281 1.2705
C 3.660 1.540 -0.486 -0.4063
C 4.119 2.472 0.422 -0.1200
C 3.913 3.846 0.167 -0.0667
C 3.329 4.241 -1.049 -0.1004
C 2.897 3.295 -1.941 -0.1084
C 2.968 1.921 -1.649 -0.1434
C 5.974 -0.517 -0.138 -0.3978
C 6.685 0.175 0.817 -0.1366
C 8.073 0.129 0.834 -0.0987
C 8.756 -0.645 -0.072 -0.0853
C 8.049 -1.331 -1.092 -0.0875
C 6.669 -1.227 -1.154 -0.1320
H 4.545 -1.321 2.052 0.0622
H 3.731 0.249 2.031 0.0371
H 2.428 -1.616 3.329 0.0496
H 2.178 -2.379 1.688 0.0506
H 1.198 -1.025 5.132 0.0982
H 1.956 0.459 6.970 0.1084
H 1.630 3.014 6.765 0.1153
H 0.990 3.929 4.439 0.0899
H 0.710 2.374 2.484 0.0778
H -0.095 -2.933 0.892 0.1050
H -1.847 -4.679 1.407 0.0925
H -2.784 -4.741 3.740 0.0966
H -2.603 -2.812 5.154 0.1055
H -1.068 -0.918 4.573 0.0825
H 4.676 2.105 1.329 0.0930
H 4.259 4.575 0.884 0.0992
H 3.235 5.294 -1.200 0.0945
H 2.373 3.534 -2.879 0.1048
H 2.425 1.183 -2.236 0.0678
H 6.233 0.930 1.451 0.0807
H 8.609 0.724 1.606 0.1186
H 9.857 -0.706 -0.063 0.1108
H 8.549 -1.987 -1.797 0.1016
H 6.167 -1.672 -2.045 0.1030
O -1.399 -1.249 -5.851 0.1053
C -1.651 -1.040 -4.678 -0.5513
O -1.830 0.203 -4.168 -0.3023
C -1.928 -2.194 -3.781 -0.0607
C -1.800 -3.455 -4.416 0.0908
C -2.115 -4.599 -3.713 -0.1137
C -2.698 -4.575 -2.469 0.0961
C -3.001 -3.352 -1.896 -0.0697
C -2.492 -2.113 -2.466 -0.2353
O -2.435 -1.096 -1.608 -0.2970
N -3.833 -3.350 -0.747 -0.3275
O -3.839 -4.358 -0.053 0.0790
O -4.561 -2.378 -0.532 0.0632
N -2.065 -5.879 -4.490 -0.3039
O -2.530 -6.934 -4.037 0.0838
O -1.545 -5.751 -5.621 0.0549
H -1.227 -3.517 -5.365 0.1534
H -3.052 -5.455 -2.006 0.1272
C -4.588 3.819 -0.461 -0.0733
C -3.309 2.917 -0.552 -0.1287
N -3.377 1.941 -1.725 -0.2630
C -3.683 2.749 -2.948 -0.1560
C -5.094 3.420 -2.913 -0.0231
N -5.655 3.368 -1.444 -0.0274
C -5.904 1.823 -1.200 -0.0205
C -4.596 1.034 -1.490 -0.1134
H -4.238 4.872 -0.620 0.1466
H -4.971 3.804 0.574 0.1402
H -3.240 2.322 0.394 0.1412
H -2.372 3.526 -0.600 0.1369
H -3.485 2.105 -3.806 0.1171
H -3.003 3.572 -3.000 0.1169
H -5.773 2.897 -3.585 0.1327
H -4.952 4.477 -3.239 0.1463
H -6.535 3.888 -1.355 0.1919
H -6.703 1.529 -1.877 0.1336
H -6.225 1.648 -0.195 0.1255
H -4.610 0.373 -2.366 0.1352
H -4.384 0.429 -0.564 0.1377



97
Properties=species:S:1:pos:R:3:lowdin_spin:R:1 method="wB97M-V/def2-TZVPD" total_charge=+4 energy_ev=-158487.091 s2=3.79 lumo_energy_ev="-12.465 / -13.384" spin_multiplicity=4 gap_ha="0.22546 / 0.19156"
Tc -0.552 -0.402 -0.932 2.5770
C 3.392 -0.782 2.952 0.0001
O 2.546 0.427 2.691 0.0006
C 1.478 0.058 2.089 0.0013
N 1.500 -1.213 1.722 0.0018
C 2.951 -1.727 1.850 0.0002
C 3.237 -3.180 2.067 0.0001
C 2.538 -4.019 2.933 0.0000
C 2.990 -5.309 3.167 0.0000
C 4.168 -5.753 2.579 0.0000
C 4.878 -4.916 1.731 0.0000
C 4.402 -3.644 1.456 0.0002
C 0.492 1.127 1.810 0.0074
C 0.397 2.163 2.726 0.0009
C -0.340 3.297 2.401 0.0103
C -0.858 3.399 1.121 0.0010
C -0.699 2.324 0.261 0.0089
N -0.097 1.168 0.598 0.0008
C -1.098 2.374 -1.157 0.0445
N -1.015 1.311 -1.906 0.0301
C -1.425 1.700 -3.309 0.0096
C -1.606 3.229 -3.155 0.0014
O -1.449 3.481 -1.700 0.0495
C -0.426 1.274 -4.348 0.0013
C 0.875 1.774 -4.320 0.0002
C 1.786 1.408 -5.298 0.0002
C 1.398 0.547 -6.319 0.0006
C 0.098 0.067 -6.366 0.0000
C -0.813 0.430 -5.382 0.0007
H 3.155 -1.117 3.962 0.0000
H 4.426 -0.463 2.877 0.0000
H 3.412 -1.414 0.910 0.0003
H 1.651 -3.692 3.452 0.0000
H 2.442 -5.957 3.837 0.0000
H 4.538 -6.746 2.796 0.0000
H 5.805 -5.251 1.287 0.0000
H 4.961 -2.999 0.787 0.0001
H 0.908 2.091 3.678 -0.0001
H -0.455 4.104 3.113 0.0004
H -1.368 4.291 0.778 0.0000
H -2.389 1.233 -3.498 0.0009
H -2.590 3.589 -3.437 0.0006
H -0.830 3.808 -3.649 0.0008
H 1.169 2.494 -3.564 0.0001
H 2.787 1.820 -5.291 0.0000
H 2.102 0.279 -7.096 0.0000
H -0.216 -0.567 -7.185 0.0000
H -1.839 0.092 -5.454 0.0001
C -0.282 -2.066 3.942 -0.0003
C -0.434 -2.412 2.509 -0.0024
C -1.432 -3.153 1.880 0.0016
C -1.208 -3.029 0.536 0.0010
N -0.104 -2.264 0.257 0.0083
N 0.366 -1.941 1.527 0.0096
B 0.965 -3.051 -1.252 0.0024
N 1.993 -1.969 -1.366 0.0049
C 3.312 -1.995 -1.642 0.0218
C 3.767 -0.696 -1.703 0.0089
C 2.657 0.114 -1.461 0.0161
C 2.642 1.600 -1.364 0.0016
N 1.571 -0.662 -1.278 0.0489
N -0.182 -2.911 -2.241 0.0105
C -0.606 -3.808 -3.145 0.0526
C -1.773 -3.351 -3.727 0.0166
C -2.058 -2.135 -3.124 0.0253
C -3.274 -1.305 -3.318 0.0048
N -1.067 -1.846 -2.237 0.0522
N 1.365 -4.396 -0.993 0.0015
C 0.586 -5.520 -0.768 0.0004
C 1.409 -6.589 -0.724 0.0004
C 2.722 -6.068 -0.951 0.0008
C 3.983 -6.847 -1.068 0.0001
N 2.691 -4.765 -1.092 0.0002
H -0.913 -2.716 4.546 0.0001
H 0.743 -2.141 4.301 -0.0001
H -0.632 -1.041 4.093 -0.0002
H -2.241 -3.675 2.365 0.0001
H -1.773 -3.450 -0.280 0.0000
H 3.806 -2.945 -1.772 0.0010
H 4.772 -0.368 -1.917 0.0005
H 3.152 2.032 -2.224 0.0003
H 1.632 2.000 -1.329 0.0002
H 3.188 1.929 -0.478 0.0007
H -0.053 -4.719 -3.315 0.0022
H -2.359 -3.848 -4.483 0.0005
H -3.388 -1.023 -4.364 0.0006
H -4.154 -1.893 -3.051 0.0011
H -3.278 -0.408 -2.701 0.0019
H -0.487 -5.468 -0.666 0.0001
H 1.136 -7.619 -0.564 0.0000
H 4.017 -7.647 -0.331 0.0000
H 4.044 -7.313 -2.053 0.0001
H 4.850 -6.202 -0.944 0.0000
Cl -4.219 -1.997 -0.045 -0.0101
Ge -2.946 -0.308 0.160 -0.0149
Cl -2.675 0.041 2.281 -0.0199
Cl -4.022 1.401 -0.542 -0.0038



87
Properties=species:S:1:pos:R:3:lowdin_spin:R:1 method="wB97M-V/def2-TZVPD" total_charge=+1 energy_ev=-72067.442 s2=0.76 lumo_energy_ev="-4.916 / -4.571" spin_multiplicity=2 gap_ha="0.22455 / 0.23472"
Re 0.692 0.940 -0.584 0.8936
C 2.526 1.990 5.773 0.0006
C 2.024 0.697 5.720 -0.0001
C 1.415 0.238 4.569 0.0004
C 1.318 1.081 3.460 -0.0009
C 1.806 2.379 3.515 0.0005
C 2.405 2.833 4.680 0.0000
P 0.704 0.365 1.904 0.0103
C -0.619 -0.743 2.463 -0.0018
C -0.893 -1.909 1.761 -0.0011
C -1.970 -2.698 2.116 -0.0001
C -2.816 -2.297 3.136 -0.0004
C -2.576 -1.109 3.808 -0.0001
C -1.478 -0.333 3.483 -0.0005
C 2.241 -0.479 1.357 0.0209
C 3.252 -1.060 2.110 0.0016
C 4.475 -1.299 1.505 0.0073
C 4.695 -0.927 0.187 -0.0008
C 3.681 -0.351 -0.570 0.0068
C 2.450 -0.107 0.016 0.0063
H 3.009 2.337 6.673 0.0000
H 2.107 0.044 6.576 0.0000
H 1.013 -0.765 4.533 0.0000
H 1.721 3.040 2.666 0.0000
H 2.780 3.844 4.730 0.0000
H -0.246 -2.187 0.938 -0.0006
H -2.158 -3.626 1.599 0.0000
H -3.669 -2.908 3.392 0.0000
H -3.253 -0.786 4.584 0.0000
H -1.279 0.585 4.021 0.0000
H 3.087 -1.314 3.147 -0.0003
H 5.270 -1.757 2.074 0.0005
H 5.670 -1.078 -0.254 -0.0003
H 3.874 -0.036 -1.589 0.0004
C 1.187 2.252 -4.738 0.0020
C -0.079 2.082 -5.275 0.0033
C -1.112 1.617 -4.483 -0.0016
C -0.875 1.302 -3.144 0.0031
C 0.437 1.366 -2.630 0.0267
C 1.453 1.848 -3.438 0.0200
C -1.957 1.182 -2.170 0.0015
C -3.324 1.106 -2.518 0.0005
C -4.277 1.305 -1.560 -0.0004
C -3.882 1.670 -0.254 0.0005
C -4.792 2.092 0.734 -0.0004
C -4.345 2.532 1.950 0.0011
C -2.972 2.564 2.228 -0.0001
C -2.066 2.126 1.302 0.0024
C -2.488 1.664 0.042 0.0009
N -1.578 1.326 -0.901 0.0019
H 1.971 2.695 -5.332 0.0004
H -0.273 2.350 -6.302 0.0003
H -2.110 1.542 -4.888 -0.0002
H 2.454 1.946 -3.041 0.0019
H -3.602 0.899 -3.540 0.0001
H -5.328 1.246 -1.801 0.0000
H -5.846 2.094 0.501 -0.0001
H -5.040 2.888 2.694 0.0001
H -2.622 2.959 3.171 0.0000
H -1.005 2.223 1.494 0.0009
F -0.077 3.578 -0.965 0.0007
B 1.000 4.053 -0.225 0.0012
F 0.643 4.217 1.069 -0.0001
F 1.654 5.067 -0.787 0.0002
F 1.903 2.810 -0.237 0.0076
C 1.158 -4.143 0.052 -0.0002
C 1.428 -3.482 -1.284 -0.0044
Sb 0.442 -1.593 -1.847 -0.0092
C 1.610 -1.452 -3.682 0.0011
C 1.458 -2.623 -4.638 -0.0003
C -1.497 -2.241 -2.621 -0.0024
C -2.548 -2.458 -1.550 0.0000
H 1.702 -5.087 0.092 -0.0001
H 0.101 -4.362 0.183 0.0000
H 1.511 -3.531 0.879 0.0000
H 1.117 -4.146 -2.091 -0.0006
H 2.493 -3.271 -1.389 0.0000
H 2.648 -1.365 -3.359 0.0000
H 1.327 -0.526 -4.178 0.0000
H 1.836 -3.547 -4.210 0.0000
H 2.030 -2.414 -5.540 0.0000
H 0.419 -2.765 -4.926 0.0000
H -1.288 -3.166 -3.154 -0.0004
H -1.814 -1.482 -3.335 0.0000
H -2.244 -3.237 -0.858 0.0000
H -3.483 -2.765 -2.013 0.0001
H -2.724 -1.546 -0.983 -0.0001



88
Properties=species:S:1:pos:R:3:lowdin_charge:R:1 method="wB97M-V/def2-TZVPD" total_charge=+2 energy_ev=-100136.294 lumo_energy_ev="-6.356 / -6.357" gap_ha="0.24824 / 0.24817"
Co 1.195 -0.755 -0.018 0.4465
C 5.475 -0.398 0.397 0.0445
C 4.167 -1.051 0.725 -0.4446
O 3.204 -0.947 -0.074 -0.1420
N 4.079 -1.712 1.867 0.1316
C 2.912 -2.502 2.242 -0.0705
C 1.821 -1.668 2.856 -0.2063
C 1.496 -1.826 4.191 0.0098
C 0.511 -1.036 4.759 -0.0160
C -0.103 -0.083 3.970 -0.0151
C 0.276 0.024 2.646 -0.0774
N 1.209 -0.753 2.074 0.1061
H 5.536 -0.219 -0.672 0.0952
H 6.321 -1.009 0.708 0.1021
H 5.538 0.560 0.918 0.1088
H 4.870 -1.682 2.492 0.1689
H 3.241 -3.267 2.942 0.1410
H 2.537 -2.991 1.350 0.1046
H 2.019 -2.567 4.780 0.1279
H 0.237 -1.158 5.799 0.1294
H -0.871 0.569 4.362 0.1267
H -0.188 0.761 2.014 0.0953
C -4.690 3.000 0.514 -0.0299
C -3.579 2.002 0.322 -0.2313
C -3.846 0.641 0.139 0.0699
C -2.835 -0.290 -0.011 -0.0807
C -3.148 -1.728 -0.334 -0.3090
O -3.588 -1.994 -1.432 0.1226
C -2.852 -2.795 0.666 -0.1552
C -3.126 -4.120 0.333 -0.0175
C -2.830 -5.135 1.226 -0.0575
C -2.259 -4.831 2.458 -0.0593
C -2.002 -3.510 2.801 -0.0619
C -2.305 -2.493 1.907 -0.0163
C -1.506 0.127 -0.034 -0.2875
O -0.592 -0.797 -0.313 -0.1886
C -1.205 1.488 0.091 -0.1002
C -2.258 2.404 0.286 0.0540
C 0.159 1.961 -0.061 -0.1546
N 1.191 1.172 -0.101 -0.0078
C 2.514 1.739 -0.409 -0.2246
C 2.871 1.431 -1.864 -0.3572
Te 1.904 -0.344 -2.545 1.6860
C 0.341 0.680 -3.501 -0.4962
C 0.681 1.667 -4.423 -0.1483
C -0.323 2.374 -5.068 -0.0644
C -1.656 2.100 -4.793 -0.0539
C -1.990 1.100 -3.892 -0.0456
C -0.993 0.380 -3.249 -0.1183
C 0.338 3.435 -0.227 -0.2251
C 0.751 4.228 0.838 -0.0327
C 0.911 5.593 0.654 -0.0487
C 0.666 6.161 -0.590 -0.0517
C 0.243 5.368 -1.648 -0.0418
C 0.068 4.003 -1.467 -0.0126
H -5.659 2.507 0.559 0.0830
H -4.717 3.717 -0.307 0.0904
H -4.556 3.564 1.437 0.0891
H -4.875 0.298 0.118 0.1424
H -3.581 -4.334 -0.626 0.1240
H -3.059 -6.162 0.974 0.1135
H -2.037 -5.624 3.160 0.1124
H -1.582 -3.272 3.770 0.1006
H -2.138 -1.461 2.185 0.1065
H -2.023 3.455 0.393 0.1342
H 3.229 1.290 0.266 0.0956
H 2.540 2.813 -0.255 0.1208
H 3.943 1.309 -2.000 0.0597
H 2.516 2.209 -2.538 0.0527
H 1.716 1.878 -4.666 0.1043
H -0.061 3.133 -5.794 0.1181
H -2.435 2.657 -5.296 0.1175
H -3.027 0.868 -3.687 0.1199
H -1.273 -0.400 -2.560 0.0774
H 0.939 3.783 1.808 0.1260
H 1.223 6.215 1.482 0.1158
H 0.798 7.225 -0.732 0.1160
H 0.038 5.814 -2.611 0.1159
H -0.288 3.380 -2.281 0.1117
C 0.997 -4.925 -0.811 0.0457
C 0.559 -3.496 -0.823 -0.4792
N -0.440 -3.155 -1.609 0.2458
O 1.170 -2.670 -0.089 -0.0956
H 0.136 -5.592 -0.788 0.0973
H 1.627 -5.113 0.053 0.0930
H 1.569 -5.130 -1.717 0.1083
H -0.943 -3.850 -2.137 0.1461
H -0.843 -2.234 -1.480 0.0706